Entry 1:
Molecular formula: C57H41I4N8O2PbS2
Method: DFT, ωB97M-V/def2-TZVPD

The calculation puts the calculated total energy at -135114.605 eV. As for the spin multiplicity: 1. The HOMO energy (spin up / spin down) comes out at -4.34 / -4.32 eV. The calculation puts the frontier orbital gap (spin up / spin down) at 5.1 / 5.1 eV. The max |F| is 0.436 eV/Å. The net charge is -1. For the LUMO energy (spin up / spin down), the calculation gives 0.775 / 0.765 eV. The energy relative to the best compared isomer or geometry (same formula, charge and spin) comes out at 38.3 kJ/mol.

CARTESIAN COORDINATES (ANGSTROEM)
Pb1 0.00488 -0.28478 0.05454
I1 9.20381 -4.21695 1.76236
C1 7.27637 -3.41084 1.59716
C2 6.86764 -2.85934 0.39397
C3 5.58762 -2.32858 0.29439
C4 4.71261 -2.35614 1.37453
C5 5.15054 -2.91422 2.57289
C6 6.42968 -3.44074 2.69462
C7 3.33430 -1.78868 1.25253
C8 3.22588 -0.40623 1.32879
C9 4.32596 0.50214 1.60771
C10 3.81397 1.75101 1.59921
C11 2.38096 1.62139 1.35260
C12 1.42908 2.66249 1.46955
C13 1.74878 4.01358 0.96819
C14 2.85860 4.21892 0.12768
C15 3.14514 5.45439 -0.42920
C16 2.30785 6.52829 -0.18049
I2 2.71758 8.39451 -1.03526
C17 1.15719 6.35046 0.56866
C18 0.87549 5.10570 1.10945
C19 0.15317 2.37935 2.05310
N1 -0.55714 1.26810 1.81297
C20 -1.71296 1.33129 2.55497
C21 -2.78592 0.45737 2.47462
C22 -4.06217 0.89550 3.11310
C23 -4.87573 1.81522 2.45997
C24 -6.07401 2.23136 3.02563
C25 -6.44695 1.72461 4.26040
I3 -8.25111 2.34923 5.12830
C26 -5.65077 0.81208 4.93462
C27 -4.46011 0.39832 4.35022
C28 -2.78751 -0.81273 1.85474
C29 -3.90977 -1.71430 1.77213
C30 -3.44377 -2.86955 1.22608
C31 -2.03154 -2.67667 0.99606
N2 -1.68945 -1.41219 1.35124
C32 -1.10753 -3.69909 0.70031
C33 0.28684 -3.59167 0.81687
C34 1.21809 -4.69678 0.88157
C35 2.44493 -4.15756 1.09010
C36 2.27468 -2.71872 1.10926
N3 0.97390 -2.41852 0.92779
C37 -1.68594 -5.01840 0.31462
C38 -1.60587 -6.13863 1.13716
C39 -2.11956 -7.36371 0.73127
C40 -2.72142 -7.46453 -0.51229
I4 -3.45729 -9.31878 -1.15541
C41 -2.84491 -6.35880 -1.33845
C42 -2.33462 -5.13945 -0.91341
C43 -1.68449 2.53751 3.35182
C44 -0.54150 3.19133 3.03595
N4 2.07690 0.32208 1.19875
H1 7.53348 -2.84454 -0.45830
H2 5.26177 -1.88275 -0.63827
H3 4.47647 -2.93237 3.42125
H4 6.75975 -3.86554 3.63313
H5 5.34390 0.20848 1.81285
H6 4.33120 2.66811 1.83052
H7 3.47838 3.38200 -0.15479
H8 4.00177 5.56353 -1.08182
H9 0.46182 7.16698 0.71250
H10 -0.06790 4.98089 1.61664
H11 -4.56005 2.19766 1.49469
H12 -6.70413 2.94278 2.50929
H13 -5.94879 0.43013 5.90158
H14 -3.82662 -0.31683 4.86239
H15 -4.91732 -1.49302 2.08891
H16 -3.99737 -3.77439 1.02837
H17 0.97301 -5.74442 0.81191
H18 3.37631 -4.68452 1.22698
H19 -1.14747 -6.04808 2.11479
H20 -2.05545 -8.22509 1.38268
H21 -3.32843 -6.44011 -2.30268
H22 -2.43346 -4.26102 -1.54254
H23 -2.42238 2.81592 4.08899
H24 -0.15308 4.08662 3.49489
C45 -5.05909 3.21684 -1.84679
S1 -4.58761 1.91535 -3.00029
C46 -3.09267 1.21962 -2.29994
S2 -2.43338 1.74895 -0.82716
N5 -2.67986 0.27592 -3.10290
N6 -1.41921 -0.16013 -2.82500
C47 -1.12937 -1.30428 -3.30638
C48 0.22536 -1.87077 -3.17817
C49 0.44550 -3.20326 -3.52786
C50 1.71930 -3.73083 -3.41670
C51 2.74804 -2.91386 -2.97734
C52 2.43979 -1.59935 -2.64849
N7 1.21735 -1.08600 -2.73735
H25 -6.14642 3.28798 -1.86029
H26 -4.70557 2.94592 -0.85289
H27 -4.62278 4.17162 -2.13650
H28 -1.88436 -1.89660 -3.82882
H29 -0.38246 -3.81554 -3.86670
H30 1.90486 -4.77098 -3.65696
H31 3.76195 -3.28258 -2.89311
H32 3.20626 -0.91335 -2.29722
O1 2.77415 1.87700 -2.58623
C53 1.60515 2.17698 -2.56000
O2 0.85341 2.06041 -1.47524
C54 0.86804 2.80342 -3.74176
N8 -0.56277 2.87275 -3.44548
C55 -1.03403 4.25849 -3.51078
C56 0.22240 5.04711 -3.15843
C57 1.31266 4.27240 -3.90523
H33 1.10492 2.20012 -4.61754
H34 -0.07193 2.30107 -1.73882
H35 -1.13065 2.20862 -3.95091
H36 -1.84834 4.41323 -2.80054
H37 -1.38945 4.53226 -4.51292
H38 0.40119 4.99281 -2.07941
H39 0.16356 6.09659 -3.44597
H40 2.31195 4.43576 -3.50372
H41 1.31828 4.54626 -4.96208

Forces on atoms 1 to 3 (eV/Å):
Pb -0.1 0.2 -0.4
I 0.0 0.0 0.0
C 0.1 -0.1 0.0

Atom charges from the Löwdin analysis, given in e for atoms 1 to 99: 1.393 0.819 -0.740 -0.148 -0.018 -0.217 -0.025 -0.151 -0.076 -0.228 0.009 -0.009 -0.258 -0.062 -0.139 -0.032 -0.154 -0.755 0.808 -0.161 -0.022 -0.240 -0.001 -0.253 -0.085 -0.208 -0.004 -0.142 -0.738 0.815 -0.153 -0.023 -0.252 0.005 0.001 -0.258 -0.012 -0.060 -0.247 -0.008 -0.007 -0.241 0.014 -0.195 -0.034 -0.151 -0.739 0.821 -0.147 -0.018 0.008 -0.022 0.011 0.091 0.118 0.127 0.090 0.110 0.109 0.104 0.095 0.092 0.093 0.100 0.092 0.088 0.126 0.109 0.107 0.099 0.104 0.125 0.090 0.092 0.123 0.113 0.107 -0.459 0.791 -1.131 0.571 -0.141 -0.051 -0.130 -0.294 -0.038 -0.074 -0.067 -0.136 0.087 0.020 -0.040 0.021 0.112 0.104 0.103 0.096 0.105 0.079

---

Entry 2:
Molecular formula: C57H43CrN9OTe
Method: DFT, ωB97M-V/def2-TZVPD

The calculation puts the calculated total energy at -110983.567 eV. As for the spin multiplicity: 6. The HOMO energy (spin up / spin down) comes out at -3.07 / -3.34 eV. The calculation puts the frontier orbital gap (spin up / spin down) at 4.5 / 4.4 eV. The max |F| is 3.937 eV/Å. The net charge is -1. For the LUMO energy (spin up / spin down), the calculation gives 1.463 / 1.055 eV.

CARTESIAN COORDINATES (ANGSTROEM)
Cr1 0.07952 -0.29465 -0.05772
C1 6.45137 -2.50745 -1.54667
C2 6.81581 -1.87106 -0.35864
C3 5.87554 -1.24264 0.43202
C4 4.55684 -1.26221 0.00265
C5 3.33859 -0.76963 0.59557
N1 3.35650 -0.31718 1.84443
C6 2.22211 0.16358 2.31306
C7 1.84836 0.48069 3.66820
C8 2.53979 0.40390 4.86452
C9 1.87219 0.71576 6.03358
C10 0.53034 1.10245 6.01343
C11 -0.17084 1.20549 4.82806
C12 0.48399 0.90029 3.63926
C13 0.12850 0.85792 2.25026
N2 -2.17251 1.16260 1.66683
C14 -2.78708 0.62443 0.54392
N3 -2.02332 -0.07349 -0.33009
C15 -2.88256 -0.57609 -1.27369
N4 -2.58760 -1.42471 -2.23241
C16 -1.37961 -1.90246 -2.41336
N5 -0.19362 -1.56575 -1.79538
C17 0.78286 -2.31946 -2.40972
N6 2.08694 -2.30320 -2.25365
C18 2.75683 -1.70440 -1.30727
N7 2.26921 -1.00311 -0.22762
C19 4.18975 -1.86910 -1.21084
C20 5.14360 -2.50690 -1.99372
C21 0.20963 -3.20083 -3.39385
C22 0.74968 -4.17640 -4.22663
C23 -0.10846 -4.84909 -5.07109
C24 -1.48218 -4.58295 -5.06910
C25 -2.03297 -3.63773 -4.22725
C26 -1.16976 -2.93391 -3.39565
C27 -4.21922 -0.15591 -0.99410
C28 -5.43620 -0.38820 -1.62139
C29 -6.57016 0.14382 -1.04820
C30 -6.50647 0.89730 0.13453
C31 -5.31222 1.13931 0.77248
C32 -4.15203 0.61291 0.20106
N8 1.16850 0.41367 1.51032
H1 7.21949 -3.00942 -2.11761
H2 7.85254 -1.87262 -0.05534
H3 6.14615 -0.74831 1.35166
H4 3.57144 0.09085 4.87203
H5 2.38713 0.65535 6.98222
H6 0.02918 1.33856 6.94330
H7 -1.20828 1.50333 4.84341
H8 4.86230 -2.98296 -2.92046
H9 1.80770 -4.38470 -4.20216
H10 0.27470 -5.59720 -5.75241
H11 -2.11877 -5.13194 -5.74924
H12 -3.09715 -3.45278 -4.20455
H13 -5.47314 -0.97104 -2.52949
H14 -7.53492 -0.02175 -1.50991
H15 -7.42793 1.28855 0.54448
H16 -5.25567 1.72098 1.67976
C33 -0.94185 9.93005 -1.76079
C34 -0.85687 8.53470 -1.21782
C35 -0.80449 8.29803 0.14383
C36 -0.77768 7.01060 0.66004
C37 -0.73035 6.86728 2.14815
C38 -0.79450 5.90128 -0.19077
Te1 -0.93154 3.85954 0.60701
N9 -0.82910 1.10769 1.37371
C39 -2.52838 0.47423 2.91939
O1 -1.95389 -0.58237 3.15524
C40 -3.46309 1.18874 3.74406
C41 -4.16748 0.49073 4.74363
C42 -5.10379 1.13590 5.51748
C43 -5.36824 2.48668 5.31788
C44 -4.65368 3.19741 4.35920
C45 -3.71082 2.56571 3.58046
C46 1.06364 3.74833 1.39727
C47 1.32871 3.87043 2.75738
C48 0.29694 4.18246 3.80091
C49 2.63232 3.69734 3.21117
C50 3.67146 3.39396 2.35491
C51 5.06663 3.17111 2.85081
C52 3.38710 3.26645 1.00381
C53 2.09997 3.42137 0.51796
C54 1.85725 3.20084 -0.94443
C55 -0.82968 6.13253 -1.56833
C56 -0.87215 5.04299 -2.60207
C57 -0.85210 7.43504 -2.05689
H17 -0.99816 10.65271 -0.95072
H18 -1.82874 10.03700 -2.38354
H19 -0.07328 10.16595 -2.37383
H20 -0.79497 9.13583 0.82898
H21 -1.00812 7.80156 2.63276
H22 0.28192 6.61005 2.45553
H23 -1.40655 6.07973 2.47924
H24 -3.95775 -0.55897 4.87793
H25 -5.64540 0.59791 6.28452
H26 -6.12288 2.98253 5.91085
H27 -4.84217 4.25473 4.22494
H28 -3.15593 3.12059 2.83477
H29 -0.71187 4.03880 3.42051
H30 0.40583 5.20921 4.14878
H31 0.43224 3.53157 4.66045
H32 2.82306 3.78429 4.27277
H33 5.12371 3.30089 3.92859
H34 5.76206 3.86545 2.37816
H35 5.37569 2.15711 2.60234
H36 4.18577 3.02712 0.31551
H37 2.79968 3.01804 -1.45935
H38 1.38358 4.07522 -1.39137
H39 1.20868 2.32125 -1.08877
H40 -0.78959 4.05384 -2.15621
H41 -0.06608 5.18122 -3.32281
H42 -1.81376 5.09037 -3.14820
H43 -0.87996 7.58567 -3.12839

Forces on atoms 1 to 3 (eV/Å):
Cr 1.2 -2.3 -3.0
C 0.1 -0.1 -0.1
C 0.1 0.0 0.1

Atom charges from the Löwdin analysis, given in e for atoms 1 to 99: 0.856 -0.102 -0.103 -0.027 -0.114 -0.289 0.199 -0.289 -0.085 -0.017 -0.084 -0.087 -0.038 -0.083 -0.320 -0.054 -0.247 0.090 -0.307 0.191 -0.310 0.083 -0.294 0.179 -0.295 0.107 -0.104 -0.021 -0.113 -0.026 -0.108 -0.106 -0.027 -0.113 -0.104 -0.026 -0.104 -0.106 -0.021 -0.100 0.023 0.091 0.091 0.102 0.112 0.095 0.099 0.103 0.105 0.102 0.089 0.089 0.104 0.107 0.090 0.090 0.091 -0.056 -0.280 -0.029 -0.306 -0.083 -0.355 1.520 -0.104 -0.325 0.142 -0.163 0.000 -0.077 -0.073 -0.072 -0.033 -0.366 -0.304 -0.081 -0.020 -0.270 -0.044 -0.015 -0.304 -0.072 -0.314 -0.094 -0.030 0.069 0.077 0.077 0.108 0.075 0.077 0.040 0.122 0.103 0.100 0.107 0.078 0.020 0.077